Density functional theory data (ωB97M-V/def2-TZVPD) for 2 unconnected molecules or ions with the total composition C8H10Cl3N2O5P2.

Geometry as XYZ:
```
30
Properties=species:S:1:pos:R:3:mulliken_charge:R:1
C 0.027 2.345 1.705 -0.463
H -0.349 -1.741 -4.233 0.316
C -0.265 1.291 0.840 0.009
O -0.788 -1.528 -1.817 -0.643
H -0.981 -3.393 -0.635 0.014
O -1.114 3.970 -0.602 -0.760
H 0.814 2.820 3.657 0.400
C 0.557 2.042 2.950 -0.584
C -1.723 2.867 -0.508 0.289
C -0.741 -3.843 0.324 0.451
H 2.204 1.045 -2.803 0.076
Cl 0.544 -2.879 1.032 -0.170
P 0.512 -1.171 -2.422 0.923
Cl -0.222 -5.518 0.052 -0.176
H 1.203 0.414 4.194 0.322
H -1.456 0.765 -0.854 0.333
P 1.449 0.656 -1.672 -0.130
C 0.766 0.702 3.243 -0.749
Cl -2.178 -3.797 1.346 -0.162
H 1.942 -2.229 -1.267 0.307
H 0.572 -1.338 2.561 0.454
O 1.592 -2.333 -2.165 -0.472
N -0.085 0.010 1.137 -0.016
O -2.946 2.676 -0.394 -0.743
H -0.144 3.369 1.400 0.441
C -0.827 1.597 -0.546 0.187
H 0.655 2.722 -1.266 0.390
N 0.218 1.848 -1.567 -0.365
O 0.336 -1.090 -4.020 -0.510
C 0.430 -0.277 2.331 0.029
```

Results
Charge: -1
LUMO, eV: 2.4547
Molar mass, g/mol: 382.48
Highest occupied orbital energy, Ha: -0.1731

Density functional theory data (ωB97M-V/def2-TZVPD) for 2 unconnected molecules or ions with the total composition C3H6O3S.

Geometry as XYZ:
```
13
Properties=species:S:1:pos:R:3:mulliken_charge:R:1
C -0.059 -1.580 -0.881 -1.260
O -1.640 3.010 -0.125 -0.259
C -0.692 3.630 0.024 0.501
H -1.001 -1.314 1.695 0.016
O 1.712 -0.769 0.575 -0.456
H 1.666 -1.605 1.056 0.363
S -0.774 -0.053 1.315 -0.091
C 0.479 -0.478 0.018 0.160
H 0.609 0.457 -0.532 0.240
O 0.259 4.252 0.164 -0.309
H -0.196 -2.500 -0.314 0.400
H 0.647 -1.769 -1.687 0.323
H -1.012 -1.282 -1.307 0.371
```

Results
Charge: 0
LUMO (spin up / spin down), eV: 0.6061 / -3.1034
Molar mass, g/mol: 122.14
Relative energy (zero: lowest compared OMol25 entry of this formula, charge and spin), kcal/mol: 8.9
<S²>: 2.0042
2S+1: 3
Highest occupied orbital energy (spin up / spin down), Ha: -0.1543 / -0.3961

Density functional theory data (ωB97M-V/def2-TZVPD) for 4 unconnected molecules or ions with the total composition C12H32N4O5PS2.

Geometry as XYZ:
```
56
Properties=species:S:1:pos:R:3:mulliken_charge:R:1
N -1.123 -1.710 -1.967 0.006
H 1.739 -6.021 -7.106 0.369
C -2.428 -3.061 -3.554 -1.112
H -5.074 4.510 4.341 0.290
S 2.640 1.014 6.109 -0.204
H -0.907 1.601 -0.980 0.242
H 1.711 1.322 3.492 0.387
H 2.312 0.244 -1.193 0.337
C -0.854 -0.645 -2.904 -0.703
N 1.407 -4.714 -4.696 -0.106
H -2.968 -4.011 -3.581 0.257
H 2.609 -6.140 -3.814 0.297
H 1.837 3.979 -0.020 0.340
H -4.611 3.535 2.922 0.284
H -1.260 0.281 -2.491 0.091
H 0.614 3.708 2.782 0.203
C 2.720 -5.264 -4.456 -0.881
H 0.905 -4.750 -8.020 0.303
H -4.363 2.892 4.564 0.321
H -1.014 2.584 5.869 0.161
N -3.053 4.431 3.935 -0.163
H 3.315 -4.508 -3.938 0.265
H 3.227 -5.553 -5.378 0.352
O 0.786 -0.011 1.461 -0.556
H 1.363 3.182 5.591 0.236
H -3.133 -2.256 -3.782 0.387
C 2.364 2.312 3.608 -0.793
C -4.348 3.793 3.950 -0.822
H 2.450 -4.377 -7.231 0.347
H -2.724 2.908 6.216 0.418
C -1.990 2.781 5.416 -1.177
O 1.341 0.529 -1.241 -0.441
C 0.783 -4.535 -5.896 0.884
C 2.348 2.676 5.211 -0.468
H -2.257 1.927 4.787 0.360
H -1.297 -0.829 -3.885 0.386
N -0.684 1.798 0.043 -0.669
O -0.885 4.683 4.470 -0.690
C 1.523 -4.950 -7.140 -1.380
C -1.837 -2.853 -2.185 0.803
H 3.623 0.396 5.270 0.145
H -0.148 -0.364 1.572 0.384
H -0.754 -1.635 -1.027 0.077
H 0.230 -0.551 -3.009 0.179
H 3.239 3.380 5.493 0.382
H -2.934 5.278 3.393 0.239
C -1.918 4.031 4.580 0.820
H 0.853 -4.414 -3.902 0.144
S 2.150 2.910 0.849 -0.148
H -1.632 -3.094 -4.303 0.287
H 3.486 2.029 3.341 0.331
H 2.330 4.503 2.759 0.421
O -1.980 -3.671 -1.282 -0.658
C 1.757 3.480 2.629 -0.239
P 0.856 1.270 0.265 1.111
O -0.344 -4.051 -5.939 -0.639
```

Results
Charge: +1
LUMO, eV: -5.2552
Molar mass, g/mol: 407.52
Highest occupied orbital energy, Ha: -0.4118

Density functional theory data (ωB97M-V/def2-TZVPD) for a molecular structure, C48H53FN10O3SScSi.

Geometry as XYZ:
```
118
Properties=species:S:1:pos:R:3:mulliken_charge:R:1
C 3.876 3.073 -3.612 0.200
C -0.814 2.387 1.606 -0.870
H 1.821 -2.013 -5.098 0.442
O -2.247 -1.994 0.165 -0.578
H 3.430 1.120 -3.279 -0.011
C -0.596 2.126 -1.291 -0.489
C 1.337 -2.117 -3.014 -0.001
C 2.217 -0.650 2.118 -0.881
C -5.200 -1.425 -0.118 -0.319
C 0.537 -3.520 1.321 0.800
H 0.936 -3.969 4.613 0.403
C 3.250 5.754 2.544 -1.500
C -3.121 -2.545 -2.059 -1.068
H 2.089 -1.664 1.771 0.802
H 4.138 6.315 2.840 0.461
H -1.989 -5.041 3.482 0.452
H 2.759 -6.380 -0.220 0.432
H 0.174 -4.966 2.864 0.363
H -4.179 -2.795 -2.115 0.498
H -4.241 -1.687 1.776 0.488
C 1.471 1.214 -1.524 -1.327
H 3.325 6.667 -2.027 0.447
C -0.206 4.526 1.346 -1.499
H 4.185 1.247 4.091 0.512
H 2.513 2.918 3.326 0.892
C -4.065 -0.615 -0.693 -0.728
C 0.973 3.198 -2.748 -0.564
C -6.322 -1.733 -0.880 -0.180
N -1.268 3.647 1.421 0.409
H 3.109 7.326 0.326 0.477
N 3.129 2.052 -3.033 0.311
H 0.907 -2.248 4.994 0.270
H 2.440 -4.285 -1.433 0.472
H -3.149 3.942 2.294 0.325
H -2.176 -1.377 5.069 0.485
H -1.007 3.933 -2.356 0.544
H -3.209 -3.799 3.748 0.385
H 5.082 -1.414 -2.388 0.447
C 2.474 1.896 2.978 -0.965
C 3.562 4.017 0.737 -0.220
C 0.278 -3.123 4.808 -1.253
N -1.777 -0.620 -1.619 0.252
H -1.510 -0.157 -4.767 0.280
H -1.589 2.041 -0.869 0.258
H 2.195 0.482 -1.205 0.196
C 1.963 -4.410 -0.472 -1.411
C 3.174 -1.779 -1.494 0.213
H -2.602 -0.816 3.461 0.197
H 4.179 5.038 -3.525 0.266
Si -0.958 -2.731 3.417 0.507
C -2.857 -2.370 -4.603 -1.025
H 2.387 6.403 2.709 0.367
H 3.169 4.887 3.199 0.199
C 2.134 -5.607 0.204 -0.951
H -4.357 -0.143 -1.634 0.622
H 1.558 -6.731 1.933 0.436
H -3.768 0.167 0.006 -0.142
C 4.031 -1.603 -2.567 -0.993
H 3.541 -1.747 -0.475 0.621
C -7.332 -2.539 -0.373 -0.744
N 1.312 0.241 1.688 1.155
C 0.921 3.815 1.501 0.984
C -6.109 -2.735 1.699 -0.888
C -2.805 -1.485 -0.972 2.033
C 3.388 5.914 -1.249 -0.795
Sc -0.657 -1.035 0.419 -0.107
H -1.057 -0.345 4.186 0.140
C 3.348 5.339 1.100 0.499
H -2.570 -4.071 2.122 0.168
H -0.343 5.578 1.172 0.529
F -8.166 -3.831 1.400 -0.340
N -0.134 -2.459 1.889 1.067
H 3.906 2.601 -0.819 0.749
H -3.544 -3.210 -4.556 0.379
C 3.544 -1.673 -3.869 -0.747
C 1.865 2.171 -2.462 -0.190
H 1.951 4.121 1.444 -0.541
C -5.113 -1.923 1.182 -0.004
C 1.471 -5.790 1.405 -1.368
O 0.955 -2.181 -0.651 1.065
C -1.772 -1.162 4.076 -1.148
H -6.413 -1.342 -1.887 0.422
C 3.393 0.961 3.411 -0.696
H -2.768 4.993 0.914 0.340
H -6.052 -3.134 2.703 0.482
C 0.692 -4.781 1.935 -0.801
N -1.116 -0.189 -3.840 -0.169
C -0.277 3.162 -2.150 -1.513
H 3.654 3.260 1.510 0.869
H 4.218 -1.542 -4.706 0.449
C 3.697 3.634 -0.591 -0.172
H -2.545 -3.456 -1.862 0.371
O 4.545 2.895 -4.603 -0.662
H 0.290 -2.341 -3.164 0.390
N 0.277 1.170 -0.954 2.293
C 1.826 -2.019 -1.728 -0.204
N 0.549 2.484 1.678 0.972
C 2.199 -1.934 -4.087 -0.715
H 3.951 -1.117 3.282 0.586
C -2.673 3.988 1.315 -0.771
H -0.270 -3.332 5.730 0.393
C 1.184 -3.403 0.071 1.216
C -7.202 -3.033 0.909 0.312
C -2.307 -4.041 3.183 -1.032
H -1.921 -2.723 -5.047 0.313
N -2.668 -1.862 -3.262 0.192
S -1.813 1.042 1.680 -0.296
H -3.172 3.272 0.665 0.327
C 3.267 -0.343 2.963 -1.571
N 3.764 4.294 -2.984 -0.021
H -0.730 0.688 -3.524 0.118
C 3.264 6.282 0.078 -0.891
C 3.607 4.584 -1.604 -0.301
C -1.843 -0.859 -2.895 -0.879
H -3.298 -1.608 -5.251 0.377
C 1.460 1.490 2.113 -0.424
H 1.243 3.997 -3.425 0.593
H -8.213 -2.777 -0.953 0.453
```

Results
Charge: +1
LUMO, eV: -2.2015
Molar mass, g/mol: 942.13
Highest occupied orbital energy, Ha: -0.3438

Density functional theory data (ωB97M-V/def2-TZVPD) for 2 unconnected molecules or ions with the total composition C5H14.

Geometry as XYZ:
```
19
Properties=species:S:1:pos:R:3:mulliken_charge:R:1
H -0.600 1.924 -2.689 0.253
H 1.024 -2.213 1.365 0.226
H 0.691 -0.787 3.584 0.334
H 2.112 0.091 0.383 0.357
H 1.501 -1.228 -0.567 0.361
C -1.061 0.946 -2.595 -0.751
H -2.107 2.029 -1.007 0.257
H -1.460 0.648 -3.561 0.319
C 1.210 -0.480 0.176 -0.962
H 0.505 0.217 -0.267 0.083
C -2.072 1.030 -1.436 -0.709
H -0.368 -1.211 1.569 0.317
H 1.437 0.517 2.640 0.354
H -1.801 0.328 -0.651 0.144
C 1.333 -0.558 2.736 -1.178
H -3.080 0.740 -1.731 0.312
H -0.240 0.259 -2.409 0.220
C 0.717 -1.178 1.465 -0.227
H 2.261 -1.074 2.997 0.289
```

Results
Charge: 0
SMILES: CCC.CC
LUMO, eV: 1.1720
Molar mass, g/mol: 74.17
Relative energy (zero: lowest compared OMol25 entry of this formula, charge and spin), kcal/mol: 9.1
Highest occupied orbital energy, Ha: -0.4185

For each record above, in turn, the calculated largest force on an atom values are 0.0271; 0.0885; 0.1689; 0.0402; 0.0236 Eh/bohr.